12
Properties=species:S:1:pos:R:3:forces:R:3 method="wB97M-V/def2-TZVPD" de_lowest_ev=8.809 lumo_ev=-1.2 gap_ev=7.701 e_homo_ev=-8.86
C -1.6688 1.5874 -0.8670 -0.10 -2.90 -0.46
C 1.3214 -1.4266 1.0563 4.03 3.12 -5.89
C -0.0767 -1.1757 0.9470 -1.80 0.35 1.12
H -2.7629 1.7332 -1.3926 2.95 -0.59 1.71
H -0.8263 2.8445 -1.1897 -2.01 -4.36 1.08
H 1.4396 0.9164 -0.6187 0.25 1.96 0.30
H 2.0102 -2.0106 1.5409 0.36 -1.88 2.23
N -1.4338 0.1250 -0.3873 -2.15 8.86 -3.81
N -0.2087 -0.1703 -0.0972 2.75 -2.40 2.73
N 1.0638 0.0239 -0.7678 0.34 -3.56 1.57
N 2.0900 -0.8198 0.0940 -5.52 0.52 1.08
O -0.9477 -1.6274 1.6821 0.89 0.87 -1.66

=====

12
Properties=species:S:1:pos:R:3:forces:R:3 method="wB97M-V/def2-TZVPD" smiles=c1nncocn[nH]1 de_lowest_ev=5.716 lumo_ev=0.5 gap_ev=9.834 e_homo_ev=-9.36
C -0.4833 -1.1396 0.9146 3.48 -1.18 -0.28
N 0.7119 -1.5603 0.5600 -2.39 -0.46 -0.95
N 1.1969 -1.3946 -0.7745 -0.61 1.33 1.46
C 1.4032 -0.1681 -0.9980 0.68 1.34 1.37
O 1.1290 0.7904 0.0694 -2.42 1.75 -2.05
C -0.1213 1.5739 -0.0712 -1.68 1.17 -0.24
N -1.3640 1.1282 0.0917 5.68 -1.45 -0.56
N -1.3728 -0.3693 0.2203 -4.79 2.73 -1.81
H -0.6249 -1.4605 1.9172 -0.83 -0.03 0.93
H 2.0958 0.2745 -1.7450 -1.01 -0.64 0.14
H -0.1015 2.7866 -0.3768 0.56 -3.62 1.14
H -2.4691 -0.4613 0.1924 3.32 -0.92 0.83

=====

no.,DFT total energy (eV)
1,-11175.1603
2,-11178.2534